No. 1
Formula: C15H23BHfN6Si
Source: OMol25
Level of theory: wB97M-V/def2-TZVPD

Each line ends with the Löwdin charge.
Geometry (Å):
H1 1.42074 3.11601 0.37162  0.11
N1 0.78186 1.75028 -1.11037  -0.08
B1 0.26153 0.54306 -3.26835  -0.43
N2 0.68914 1.82935 -2.48435  -0.02
C1 1.18373 3.00497 -2.90832  -0.02
Hf1 -0.08473 -0.24492 0.03114  1.57
H2 1.20626 3.22070 -3.96692  0.14
C2 1.58052 3.73053 -1.79015  -0.01
H3 2.00666 4.71521 -1.76822  0.11
C3 1.30616 2.91567 -0.68425  -0.12
H4 0.26469 0.71673 -4.45149  0.13
C4 -0.00936 -2.40174 0.01135  -0.24
H5 -0.77240 -2.78668 0.71397  0.02
H6 0.94818 -2.85183 0.31416  0.02
H7 -0.26119 -2.84367 -0.96416  0.03
N3 -1.14429 0.16029 -2.70677  0.06
N4 1.40007 -0.46417 -2.83756  -0.01
N5 -1.33758 -0.07267 -1.32058  -0.19
N6 1.61735 -0.71363 -1.48873  -0.11
C5 -2.32453 0.07637 -3.32006  0.03
C6 2.43903 -0.94475 -3.54625  -0.02
H8 -2.38285 0.22333 -4.38862  0.16
H9 2.45299 -0.82292 -4.61989  0.14
C7 -3.32650 -0.20779 -2.38304  0.03
C8 3.33600 -1.54417 -2.66495  -0.01
C9 -2.69922 -0.29207 -1.14797  -0.03
C10 2.78488 -1.38546 -1.38687  -0.10
H10 -4.37458 -0.33602 -2.58371  0.13
H11 4.26001 -2.03133 -2.91031  0.11
H12 -3.10556 -0.48450 -0.16691  0.13
H13 3.14416 -1.72840 -0.42524  0.12
H14 -0.56520 2.49400 0.86166  0.10
C11 0.65110 -1.62817 3.74397  -0.17
Si1 -0.71129 -0.34246 3.73989  0.48
C12 -2.38340 -1.15424 3.89127  -0.15
C13 -0.45575 0.90006 5.10433  -0.14
C14 -0.63605 0.52971 2.08253  -0.18
C15 -0.56237 1.48462 1.25721  -0.03
H15 0.73768 -2.06547 4.74799  0.06
H16 1.61203 -1.16765 3.48047  0.04
H17 0.44874 -2.43262 3.02607  0.02
H18 -2.87257 -0.82819 4.81789  0.05
H19 -3.01213 -0.86753 3.03959  0.03
H20 -2.29247 -2.24678 3.91209  0.05
H21 0.51654 0.76281 5.59253  0.06
H22 -0.49533 1.91475 4.69041  0.04
H23 -1.24071 0.80138 5.86392  0.06

The calculation puts the energy relative to the best compared isomer or geometry (same formula, charge and spin) at 67.52 kJ/mol. The charge is +2.



No. 2
Formula: C15H23Cl2N4O4SSe2Te2V
Source: OMol25
Level of theory: wB97M-V/def2-TZVPD

Each line ends with the Löwdin charge.
Geometry (Å):
V1 0.70604 -0.15858 1.24158  0.52
C1 5.30797 -0.55129 -1.85583  -0.01
N1 4.10293 0.26287 -1.88727  -0.12
C2 4.10680 1.36943 -2.83770  0.00
C3 3.07154 0.07824 -1.08092  -0.45
O1 2.03740 0.77676 -1.10520  -0.15
C4 3.10392 -1.07419 -0.06525  -0.18
O2 1.88268 -1.03261 0.59326  -0.44
C5 1.94685 1.25963 2.06916  -0.09
C6 0.67516 1.97310 2.16195  -0.48
O3 -0.32753 1.19235 2.01607  -0.15
N2 0.54787 3.27730 2.30605  -0.10
C7 -0.75877 3.91947 2.24167  0.00
C8 1.73197 4.11290 2.47135  -0.01
H1 5.63734 -0.72779 -2.87804  0.10
H2 5.12576 -1.51701 -1.39178  0.09
H3 6.10560 -0.03646 -1.31657  0.11
H4 4.12741 0.98514 -3.85789  0.10
H5 4.98622 1.99176 -2.66966  0.10
H6 3.20957 1.96420 -2.70552  0.09
H7 3.91278 -0.92213 0.65639  0.16
H8 3.24518 -2.02890 -0.57254  0.08
H9 2.72128 1.79563 1.52704  0.09
H10 2.30713 0.92208 3.03922  0.08
H11 -0.96104 4.28991 1.23573  0.10
H12 -0.78746 4.75128 2.94128  0.10
H13 -1.52683 3.20490 2.51589  0.08
H14 2.26221 4.24223 1.52672  0.10
H15 2.40827 3.67181 3.20098  0.10
H16 1.42508 5.09141 2.82806  0.10
Cl1 -1.51545 -1.36340 1.01710  0.73
C9 -1.99025 -1.62939 2.66441  -0.60
C10 -3.31655 -1.88358 2.95520  -0.09
C11 -3.67258 -2.08744 4.27765  -0.06
C12 -2.71106 -2.02637 5.27264  -0.09
C13 -1.38605 -1.77373 4.95656  -0.68
Cl2 -0.20688 -1.72060 6.20971  0.71
C14 -0.98644 -1.57138 3.62710  -0.64
S1 0.69982 -1.35809 3.21326  0.78
H17 -4.04721 -1.92950 2.15898  0.11
H18 -4.70202 -2.29791 4.53140  0.12
H19 -2.98122 -2.18016 6.30837  0.11
Se1 1.05932 -2.90581 -2.16655  0.01
Te1 -2.22444 -0.94468 -3.13442  0.37
Te2 0.00662 -0.88391 -1.48080  0.47
Se2 -0.11898 0.38795 -3.64957  -0.06
N3 -3.07066 2.24838 0.26674  0.18
C15 -2.16436 2.14030 -0.74251  -0.68
N4 -2.47118 2.74453 -1.90502  0.18
O4 -1.09756 1.53560 -0.57611  -0.18
H20 -3.99961 2.59735 0.11362  0.11
H21 -2.89522 1.70588 1.09312  0.10
H22 -3.36416 3.16974 -2.07292  0.11
H23 -1.82372 2.67827 -2.67119  0.07

Its multiplicity is 2. As for the expectation value of S²: 0.767. The calculation puts the energy relative to the best compared isomer or geometry (same formula, charge and spin) at 201.55 kJ/mol. The charge is +1.